Density functional theory data (the ωB97M-V functional and the def2-TZVPD basis) for a 2-piece molecular cluster, C22H17N3O2 overall in a non-equilibrium geometry.

Positions of all 44 atoms, in Å:
C: 0.8664 0.0258 2.2862
C: -0.1175 0.9976 2.1973
N: -1.0183 1.7521 2.1208
C: 2.2406 0.3199 2.2928
C: 3.2063 -0.7455 2.3035
C: 4.5580 -0.4881 2.2921
C: 5.0098 0.8524 2.2799
N: 6.4066 1.1143 2.2706
O: 6.8069 2.3004 2.2613
O: 7.1996 0.1436 2.2723
C: 4.0899 1.9266 2.2759
C: 2.7333 1.6705 2.2815
H: 0.5333 -1.0011 2.4143
H: 2.8502 -1.7781 2.3201
H: 5.3000 -1.2844 2.2969
H: 4.4886 2.9394 2.2688
H: 2.0309 2.5059 2.2793
C: 1.2105 -0.7937 -1.3939
C: 0.1458 0.2011 -1.5682
N: -1.1428 -0.0909 -1.5135
C: -2.1734 0.8669 -1.7159
C: -2.0656 2.2077 -2.0329
C: -3.2643 2.9321 -2.1965
C: -4.5149 2.3025 -2.0411
C: -4.6035 0.9423 -1.7207
C: -3.4187 0.2256 -1.5588
C: -3.1664 -1.1533 -1.2445
C: -1.7626 -1.3500 -1.2160
C: -1.2285 -2.5998 -0.9408
C: -2.1236 -3.6611 -0.6898
C: -3.5141 -3.4655 -0.7175
C: -4.0465 -2.2031 -0.9975
H: 2.1620 -0.2583 -1.5061
H: 1.2105 -1.2349 -0.3889
H: 1.1922 -1.5963 -2.1457
H: 0.3896 1.2312 -1.8186
H: -1.0796 2.6560 -2.1399
H: -3.2257 3.9926 -2.4460
H: -5.4285 2.8843 -2.1735
H: -5.5493 0.4156 -1.5935
H: -0.1533 -2.7473 -0.9282
H: -1.7329 -4.6545 -0.4714
H: -4.1861 -4.3025 -0.5205
H: -5.1150 -1.9979 -1.0337

Summary:
ΔE to the lowest compared entry with this formula, charge and spin	628.3	kJ/mol
E_tot	-31649.8876	eV
spin multiplicity	1
strongest force on any atom	0.0475	Eh/bohr
HOMO-LUMO gap	3.35	eV

Here are the Mulliken charges for atoms 1 to 8, given in e: number 1, C, carries -0.74; number 2, C, carries 0.04; number 3, N, carries -0.69; number 4, C, carries 1.05; number 5, C, carries -0.72; number 6, C, carries -0.37; number 7, C, carries -0.15; number 8, N, carries 0.92